Entry from the Open Molecules 2025 dataset: the ion C7H10F2IN2OS with charge +1 at a distorted geometry (ωB97M-V/def2-TZVPD).

Output
spin multiplicity	1
HOMO energy	-0.4708	Eh
LUMO energy	-4.448	eV
gap between HOMO and LUMO	8.4	eV
electronic energy	-1352.7873	hartree
charge	+1
structure (SMILES)	CC1=[NH+][C@@]2(N)O[C@]1(C)[C@@H](C(F)(F)I)S2
ΔE to the lowest compared entry with this formula, charge and spin	0.032	eV

Geometry (Å):
H (-2.745656, 2.277441, 1.588336)
C (-1.458460, 0.844185, 0.846776)
H (1.412953, 0.215600, -2.442800)
C (0.015037, -2.110945, -0.380589)
N (-2.640740, 1.378718, 1.295794)
F (2.560739, -0.900039, -0.056753)
S (0.120960, 1.312443, 1.902049)
C (0.727927, -0.251963, 1.299978)
H (-0.283481, -0.190947, -2.965181)
I (3.553451, -0.272580, 2.569081)
C (-0.172176, 0.398677, -0.976450)
H (0.823539, -2.183213, -1.204448)
C (-0.261941, -0.755817, 0.088480)
C (2.183925, -0.053491, 0.895138)
H (0.720439, -0.956576, 2.189510)
H (-0.878504, -2.429238, -1.054056)
H (0.244601, 1.307095, -2.800722)
C (0.437248, 0.394566, -2.267447)
H (0.294817, -2.890217, 0.428863)
F (2.329037, 1.230028, 0.399573)
H (-1.234664, 2.134612, -1.050993)
N (-0.952747, 1.312520, -0.459256)
H (-3.304490, 0.654355, 1.435697)
O (-1.491814, -0.465213, 0.719421)

Force components x, y, z for each atom (eV/Å):
-0.3 2.5 1.1
0.3 3.4 1.8
3.2 -1.4 0.1
-0.3 -3.1 -2.4
0.7 -3.0 -1.8
0.2 -0.3 -0.7
-1.6 -0.2 0.3
0.9 -0.7 0.6
1.4 -0.2 1.2
-0.4 0.1 -0.3
-1.8 -0.6 2.7
-0.9 0.6 1.7
2.6 2.4 1.0
0.6 1.1 0.9
-0.4 0.3 -1.5
1.1 0.1 1.6
0.1 1.2 0.3
-4.5 0.6 -2.6
-0.8 1.4 -1.3
0.3 -1.0 -0.4
0.3 -0.7 1.4
0.8 -0.3 -3.5
-1.0 0.1 0.4
-0.4 -2.3 -0.6


Entry from the Open Molecules 2025 dataset: the molecule C4H7IN2 at a distorted geometry (ωB97M-V/def2-TZVPD).

Output
spin multiplicity	1
HOMO energy (alpha / beta)	-0.2834 / -0.3186	Eh
LUMO energy (alpha / beta)	-0.457 / -0.059	eV
gap between HOMO and LUMO (alpha / beta)	7.3 / 8.6	eV
electronic energy	-563.5773	hartree
charge	0
ΔE to the lowest compared entry with this formula, charge and spin	6.405	eV

Geometry (Å):
H (-0.788208, -0.500105, -1.326462)
H (1.616723, 1.174448, 0.693014)
H (-0.137485, -0.292001, 2.391187)
C (-0.991815, -0.201400, -0.300677)
I (-2.430577, 1.487033, 2.085454)
H (1.385201, 0.327353, -0.855220)
N (-0.389835, 0.920451, 0.058820)
H (1.083814, 2.189755, -0.735655)
C (0.984985, 1.161626, -0.340793)
C (-0.776871, -1.427430, 0.802939)
N (-0.649985, 1.480313, 1.239770)
H (-1.008554, -2.453389, 0.391815)
H (-2.073276, -0.141606, -0.121522)
C (-0.263678, -1.243586, 1.974144)

Force components x, y, z for each atom (eV/Å):
0.1 -0.2 0.2
-1.3 0.0 -2.3
0.8 1.3 1.4
-2.7 -4.1 0.2
-1.3 -0.1 0.0
0.2 -0.4 -1.1
0.9 2.8 1.3
0.1 -0.9 -0.3
1.4 1.4 3.9
0.8 -1.6 -1.5
1.9 0.6 -0.2
0.1 1.3 0.3
0.0 0.3 -0.6
-0.9 -0.5 -1.2


Entry from the Open Molecules 2025 dataset: a structure of composition C4H8BClS2 at a distorted geometry (ωB97M-V/def2-TZVPD).

Output
spin multiplicity	1
HOMO energy	-0.3249	Eh
LUMO energy	0.174	eV
gap between HOMO and LUMO	9.0	eV
electronic energy	-1438.5767	hartree
charge	0
ΔE to the lowest compared entry with this formula, charge and spin	1.001	eV

Geometry (Å):
C (-1.163572, 0.327696, -0.076357)
H (-0.411955, -1.230925, 1.096985)
C (-0.544105, -1.082523, 0.048016)
B (1.546026, 0.203791, 0.284189)
H (1.413477, -1.982523, -0.327960)
C (0.904085, -0.995413, -0.443081)
Cl (-0.218090, 2.749754, -0.425005)
H (-3.294353, 1.414060, -0.085886)
S (-2.932322, 0.365175, 0.628368)
H (3.486968, -0.807169, 0.051076)
H (1.045063, -0.865574, -1.625513)
H (-1.225857, -1.946330, -0.496272)
C (-0.169514, 1.290591, 0.500152)
S (3.234483, 0.475203, 0.506581)
H (-1.547361, 0.444641, -1.148121)
H (-0.122980, 1.639552, 1.512832)

Force components x, y, z for each atom (eV/Å):
-2.1 -1.6 -0.7
-0.5 -0.8 0.9
-1.6 -1.1 -2.0
-3.8 1.6 -0.9
-0.2 0.6 0.3
0.5 -1.4 -2.4
0.3 1.5 -0.8
-0.1 0.5 -0.2
1.1 -0.5 0.6
0.2 1.0 0.3
-0.6 0.2 2.3
1.8 2.2 1.6
3.4 -1.4 -0.9
0.9 -0.6 0.1
1.8 0.5 1.2
-0.9 -0.6 0.7


Which value of ΔE to the lowest compared entry with this formula, charge and spin does entry 2 give?
6.405 eV


What is the formula in the first record?
C7H10F2IN2OS


Please write out number 2 again, unchanged.
Entry from the Open Molecules 2025 dataset: the molecule C4H7IN2 at a distorted geometry (ωB97M-V/def2-TZVPD).

Output
spin multiplicity	1
HOMO energy (alpha / beta)	-0.2834 / -0.3186	Eh
LUMO energy (alpha / beta)	-0.457 / -0.059	eV
gap between HOMO and LUMO (alpha / beta)	7.3 / 8.6	eV
electronic energy	-563.5773	hartree
charge	0
ΔE to the lowest compared entry with this formula, charge and spin	6.405	eV

Geometry (Å):
H (-0.788208, -0.500105, -1.326462)
H (1.616723, 1.174448, 0.693014)
H (-0.137485, -0.292001, 2.391187)
C (-0.991815, -0.201400, -0.300677)
I (-2.430577, 1.487033, 2.085454)
H (1.385201, 0.327353, -0.855220)
N (-0.389835, 0.920451, 0.058820)
H (1.083814, 2.189755, -0.735655)
C (0.984985, 1.161626, -0.340793)
C (-0.776871, -1.427430, 0.802939)
N (-0.649985, 1.480313, 1.239770)
H (-1.008554, -2.453389, 0.391815)
H (-2.073276, -0.141606, -0.121522)
C (-0.263678, -1.243586, 1.974144)

Force components x, y, z for each atom (eV/Å):
0.1 -0.2 0.2
-1.3 0.0 -2.3
0.8 1.3 1.4
-2.7 -4.1 0.2
-1.3 -0.1 0.0
0.2 -0.4 -1.1
0.9 2.8 1.3
0.1 -0.9 -0.3
1.4 1.4 3.9
0.8 -1.6 -1.5
1.9 0.6 -0.2
0.1 1.3 0.3
0.0 0.3 -0.6
-0.9 -0.5 -1.2


Among the records above, which one has the highest electronic energy?
C4H7IN2